Entry 1:
The following is a DFT calculation (ωB97M-V with the def2-TZVPD basis set) of C26H26FN5O4 in the gas phase at a distorted geometry.

Geometry (Å):
O -1.908 -1.989 -1.143
C -1.201 -1.565 -0.250
N 0.119 -1.794 -0.177
H 0.656 -1.412 0.592
C 0.840 -2.540 -1.194
C 1.853 -3.434 -0.566
C 1.746 -4.652 0.039
C 3.045 -4.982 0.495
C 3.841 -3.940 0.138
O 3.130 -2.999 -0.503
H 4.888 -3.755 0.276
H 3.339 -5.871 1.015
H 0.856 -5.239 0.140
H 0.099 -3.113 -1.757
H 1.351 -1.845 -1.871
C -1.687 -0.673 0.916
C -3.173 -0.653 1.159
C -4.111 -0.704 0.132
C -5.466 -0.666 0.412
C -5.875 -0.561 1.728
C -4.967 -0.504 2.770
C -3.618 -0.554 2.475
H -2.899 -0.513 3.280
H -5.319 -0.427 3.787
F -7.194 -0.511 2.004
H -6.200 -0.715 -0.376
H -3.783 -0.810 -0.889
N -1.140 0.685 0.740
C 0.074 0.920 1.281
O 0.679 0.064 1.906
C 0.687 2.308 1.077
N 2.047 2.281 1.514
C 3.054 1.516 1.014
C 3.162 0.649 -0.066
C 4.385 0.047 -0.243
C 5.468 0.301 0.613
C 5.374 1.170 1.674
C 4.141 1.790 1.879
N 3.703 2.683 2.812
N 2.484 2.947 2.590
H 6.206 1.371 2.328
H 6.404 -0.205 0.423
H 4.521 -0.645 -1.061
H 2.327 0.467 -0.726
H 0.160 3.055 1.677
H 0.651 2.564 0.014
C -1.834 1.599 -0.139
H -1.624 2.627 0.162
H -2.907 1.423 -0.030
C -1.465 1.407 -1.621
C -2.363 2.235 -2.551
H -3.216 1.663 -2.905
C -1.401 2.634 -3.667
H -1.699 3.540 -4.188
C -0.102 2.810 -2.887
H 0.797 2.658 -3.488
H -0.058 3.809 -2.429
O -0.121 1.817 -1.874
H -1.299 1.821 -4.387
H -2.723 3.122 -2.027
H -1.532 0.341 -1.870
H -1.201 -1.055 1.824

Forces on atoms 1 to 2 (eV/Å):
O -0.28 -0.17 -0.34
C 0.09 0.19 0.49

For the HOMO energy, the calculation gives -8.72 eV. The calculation puts the energy above the lowest of the compared OMol25 structures with the same formula, charge and spin at 6.5 kJ/mol. As for the SMILES: O=C(NCc1ccco1)[C@H](c1ccc(F)cc1)N(C[C@H]1CCCO1)C(=O)Cn1nnc2ccccc21. The value obtained for the largest force on an atom is 1.34 eV/Å. The HOMO-LUMO gap comes out at 9.23 eV.

---

Entry 2:
The following is a DFT calculation (ωB97M-V with the def2-TZVPD basis set) of C25H16N2O4S2 in the gas phase at a distorted geometry.

Geometry (Å):
C 6.335 -3.575 -0.056
C 4.969 -3.337 0.510
C 4.228 -2.230 0.129
C 2.973 -2.046 0.680
C 2.434 -2.958 1.613
C 3.187 -4.066 1.988
C 4.436 -4.240 1.436
H 5.028 -5.097 1.723
H 2.778 -4.762 2.702
N 1.186 -2.648 2.062
C 0.742 -1.571 1.547
N -0.461 -0.997 1.837
C -1.267 -1.340 2.893
O -1.103 -2.181 3.743
C -2.440 -0.426 2.823
C -2.303 0.428 1.780
C -3.296 1.416 1.348
O -4.418 1.453 1.817
C -2.908 2.356 0.286
C -3.748 3.108 -0.489
C -2.922 3.849 -1.376
C -3.145 4.772 -2.400
C -2.051 5.293 -3.052
C -0.748 4.918 -2.708
C -0.499 4.009 -1.701
C -1.600 3.481 -1.044
O -1.600 2.580 -0.038
H 0.504 3.720 -1.429
H 0.081 5.352 -3.246
H -2.194 6.009 -3.847
H -4.149 5.063 -2.663
H -4.817 3.112 -0.425
C -1.030 0.088 1.039
C -1.316 -0.353 -0.363
C -0.746 0.079 -1.521
C -1.279 -0.557 -2.662
C -2.240 -1.464 -2.352
S -2.524 -1.561 -0.661
H -2.806 -2.089 -3.013
H -0.957 -0.347 -3.666
H 0.025 0.826 -1.557
H -0.326 0.928 1.011
O -3.385 -0.533 3.738
H -3.138 -1.256 4.344
S 1.835 -0.761 0.388
H 4.619 -1.520 -0.583
H 6.376 -4.545 -0.550
H 7.078 -3.577 0.740
H 6.600 -2.805 -0.777

Forces on atoms 1 to 2 (eV/Å):
C 0.02 -0.04 0.03
C -0.07 0.13 -0.06

For the HOMO energy, the calculation gives -8.35 eV. As for the SMILES: Cc1ccc2nc(N3C(=O)C(O)=C(C(=O)c4cc5ccccc5o4)[C@@H]3c3cccs3)sc2c1. The value obtained for the largest force on an atom is 1.56 eV/Å. The HOMO-LUMO gap comes out at 7.58 eV.

---

Entry 3:
The following is a DFT calculation (ωB97M-V with the def2-TZVPD basis set) of a molecular structure, C33H35BrF6IrN6O7S3 at a distorted geometry.

Geometry (Å):
Ir 1.463 1.211 0.738
C 2.877 2.699 2.786
N 2.476 2.972 1.382
C 1.764 4.268 1.383
C 3.698 3.061 0.540
C 4.238 1.686 0.298
C 5.586 1.419 0.114
C 5.995 0.137 -0.232
C 5.051 -0.864 -0.397
C 3.698 -0.606 -0.185
C 3.288 0.666 0.191
H 3.436 3.556 3.170
H 3.499 1.809 2.819
H 1.985 2.536 3.385
H 2.439 5.052 1.739
H 0.904 4.205 2.043
H 1.409 4.535 0.393
H 4.421 3.745 0.994
H 3.389 3.492 -0.416
H 6.315 2.214 0.221
H 7.045 -0.076 -0.379
H 5.364 -1.860 -0.686
H 2.980 -1.407 -0.303
F -3.325 4.392 -1.800
C -3.216 4.207 -0.481
F -4.069 3.265 -0.108
F -3.529 5.347 0.135
S -1.481 3.719 -0.089
O -1.357 2.365 -0.572
O -0.673 4.739 -0.694
N -1.398 3.852 1.483
S -1.482 2.581 2.416
O -0.221 1.847 2.437
O -2.701 1.837 2.382
C -1.454 3.464 4.031
F -1.481 2.562 5.008
F -0.332 4.185 4.153
F -2.498 4.270 4.155
Br 3.452 -4.428 5.296
C 2.112 -3.898 4.068
C 1.069 -4.766 3.782
C 0.090 -4.378 2.878
C 0.160 -3.141 2.256
C 1.209 -2.284 2.564
C 2.191 -2.652 3.476
C 1.295 -0.963 1.913
O 1.834 0.032 2.481
O 0.850 -0.791 0.726
H 1.023 -5.732 4.264
H -0.732 -5.045 2.658
H -0.603 -2.832 1.554
H 2.997 -1.970 3.710
C -5.097 -4.699 0.314
C -4.972 -3.217 0.134
C -6.009 -2.436 -0.359
C -5.759 -1.084 -0.518
N -4.585 -0.533 -0.237
C -3.675 -1.358 0.270
S -2.126 -0.684 0.691
N -3.807 -2.666 0.475
H -6.132 -5.027 0.227
H -4.703 -4.988 1.287
H -4.504 -5.212 -0.445
H -6.969 -2.866 -0.609
H -6.522 -0.415 -0.901
C 0.233 -3.534 -4.588
C -0.981 -2.616 -4.563
N -0.808 -1.463 -3.676
C -1.583 -1.452 -2.438
C -1.126 -2.502 -1.437
C -0.043 -0.454 -4.142
O 0.437 -0.455 -5.269
C 0.262 0.728 -3.260
C 0.221 1.992 -3.834
C 0.588 3.083 -3.076
C 1.011 2.883 -1.777
N 1.087 1.670 -1.227
C 0.706 0.610 -1.959
H 0.047 -4.384 -5.245
H 0.460 -3.914 -3.591
H 1.102 -2.996 -4.964
H -1.864 -3.154 -4.217
H -1.183 -2.246 -5.568
H -2.629 -1.634 -2.704
H -1.555 -0.458 -1.996
H -1.233 -3.507 -1.847
H -1.734 -2.442 -0.533
H -0.081 -2.356 -1.155
H -0.099 2.095 -4.862
H 0.533 4.089 -3.465
H 1.278 3.717 -1.155
H 0.767 -0.348 -1.462

Forces on atoms 1 to 2 (eV/Å):
Ir 1.19 -0.34 0.88
C 0.05 -0.02 -0.03

For the HOMO energy (alpha / beta), the calculation gives -8.64 / -8.63 eV. The calculation puts the energy above the lowest of the compared OMol25 structures with the same formula, charge and spin at 167.3 kJ/mol. The value obtained for the largest force on an atom is 1.52 eV/Å. As for the multiplicity: 2. The HOMO-LUMO gap (alpha / beta) comes out at 8.78 / 6.80 eV.

---

Entry 4:
The following is a DFT calculation (ωB97M-V with the def2-TZVPD basis set) of a molecular structure, C28H33N3SbTi.

Geometry (Å):
Ti 0.300 0.213 0.298
C 0.950 1.106 2.382
C 0.562 2.279 1.673
C 1.421 2.438 0.573
C 2.442 1.445 0.679
C 2.159 0.641 1.793
C 3.262 -0.056 2.542
C 3.835 1.533 0.124
C 1.461 3.703 -0.235
C -0.187 3.450 2.244
C 0.447 0.693 3.738
H 2.911 -0.685 3.350
H 3.872 0.735 2.988
H 3.921 -0.640 1.902
H 4.464 1.933 0.925
H 3.931 2.204 -0.719
H 4.256 0.567 -0.151
H 2.205 3.690 -1.025
H 1.727 4.525 0.434
H 0.499 3.954 -0.682
H 0.577 4.115 2.659
H -0.864 3.197 3.049
H -0.731 4.023 1.493
H -0.169 -0.209 3.735
H -0.151 1.482 4.188
H 1.288 0.502 4.405
C 2.542 1.140 -2.561
C 1.230 0.726 -3.103
C 1.005 0.922 -4.461
C -0.133 0.438 -5.055
C -0.982 -0.316 -4.264
C -0.717 -0.464 -2.913
N 0.338 0.111 -2.290
Sb -1.994 -1.893 -2.046
C -0.626 -2.817 -0.710
C -0.696 -4.191 -0.866
C -0.059 -5.030 0.034
C 0.604 -4.441 1.078
C 0.675 -3.055 1.177
C 1.451 -2.501 2.309
N 0.093 -2.221 0.284
C -2.898 -0.688 -0.577
C -4.274 -0.841 -0.628
C -5.080 -0.210 0.304
C -4.448 0.547 1.254
C -3.063 0.686 1.248
C -2.479 1.583 2.269
N -2.258 0.084 0.341
H 3.192 1.515 -3.348
H 2.418 1.915 -1.824
H 3.033 0.287 -2.096
H 1.756 1.443 -5.038
H -0.329 0.590 -6.109
H -1.843 -0.805 -4.702
H -1.275 -4.608 -1.679
H -0.108 -6.107 -0.067
H 1.091 -5.038 1.836
H 1.613 -3.259 3.072
H 2.422 -2.183 1.950
H 0.950 -1.657 2.774
H -4.714 -1.469 -1.391
H -6.156 -0.316 0.288
H -5.013 1.061 2.020
H -3.209 1.823 3.039
H -1.613 1.138 2.747
H -2.187 2.510 1.789

Forces on atoms 1 to 2 (eV/Å):
Ti -0.09 -0.30 -0.38
C -0.15 0.00 0.25

For the HOMO energy (alpha / beta), the calculation gives -14.62 / -14.57 eV. The calculation puts the energy above the lowest of the compared OMol25 structures with the same formula, charge and spin at 0.0 kJ/mol. The value obtained for the largest force on an atom is 0.50 eV/Å. As for the multiplicity: 2. The HOMO-LUMO gap (alpha / beta) comes out at 7.94 / 8.30 eV. The total charge is +2.